The following is a DFT calculation (wB97M-V/def2-TZVPD) of a gas-phase ion, C7H9N2 (charge +1) at a distorted geometry.

Properties
Multiplicity = 3
DFT total energy = -10370.74481 eV
Net charge = +1
Expectation value of S² = 2.0079
Frontier orbital gap (alpha / beta) = 0.28954 / 0.24337 Eh
ΔE to the lowest compared entry with this formula, charge and spin = 404.91 kJ/mol
HOMO energy (alpha / beta) = -12.87 / -14.22 eV

Positions of all 18 atoms, in Å:
C (1.33, 0.02, -1.32)
C (0.34, 0.94, -0.86)
C (2.04, -0.46, 1.05)
C (-2.06, 0.44, 0.13)
C (1.65, -1.09, -0.32)
C (-0.90, 0.55, -0.19)
C (-3.43, 0.14, 0.42)
N (1.12, 1.56, 0.32)
N (1.64, 0.89, 1.12)
H (1.85, 0.09, -2.25)
H (-0.09, 1.56, -1.57)
H (3.14, -0.46, 1.18)
H (0.71, -1.65, -0.27)
H (2.44, -1.69, -0.77)
H (1.61, -0.97, 1.85)
H (-3.78, -0.97, 0.34)
H (-3.95, 0.69, -0.23)
H (-3.65, 0.40, 1.38)



The following is a DFT calculation (wB97M-V/def2-TZVPD) of a gas-phase ion, C7H9N2O (charge +1) at a distorted geometry.

Properties
DFT total energy = -12423.21313 eV
Net charge = +1
Frontier orbital gap = 0.30508 Eh
ΔE to the lowest compared entry with this formula, charge and spin = 288.99 kJ/mol
HOMO energy = -12.79 eV

Positions of all 19 atoms, in Å:
C (-1.73, 0.20, 1.45)
C (-0.51, -0.42, 1.32)
C (-0.82, 1.00, -0.42)
C (0.52, 1.57, -2.38)
C (1.01, 0.20, -2.14)
C (1.20, -0.08, -0.64)
C (0.24, -1.50, 2.05)
N (-0.03, 0.04, 0.04)
N (-1.90, 1.02, 0.39)
O (0.20, 2.53, -2.94)
H (-2.32, -0.06, 2.28)
H (0.26, -0.49, -2.44)
H (1.90, 0.18, -2.75)
H (1.53, -1.08, -0.59)
H (2.02, 0.64, -0.12)
H (-0.42, -1.66, 2.87)
H (0.30, -2.52, 1.48)
H (1.34, -1.12, 2.24)
H (-2.79, 1.55, 0.29)



The following is a DFT calculation (wB97M-V/def2-TZVPD) of a gas-phase ion, C7H9N2O (charge +1) at a distorted geometry.

Properties
DFT total energy = -12423.49458 eV
Net charge = +1
SMILES = CCc1c[nH+]c2ccon12
Frontier orbital gap = 0.35247 Eh
ΔE to the lowest compared entry with this formula, charge and spin = 261.83 kJ/mol
HOMO energy = -13.45 eV

Positions of all 19 atoms, in Å:
C (0.19, 1.81, -0.37)
C (-0.12, 0.55, -0.04)
C (2.10, 0.64, -0.22)
C (3.20, -0.19, -0.13)
C (2.74, -1.43, 0.29)
C (-1.88, -0.95, -0.97)
C (-1.51, -0.05, 0.18)
N (1.04, -0.14, 0.11)
N (1.59, 1.84, -0.52)
O (1.32, -1.34, 0.48)
H (-0.43, 2.56, -0.65)
H (4.22, 0.20, -0.32)
H (3.25, -2.27, 0.59)
H (-1.72, -0.55, -1.96)
H (-2.89, -1.18, -0.84)
H (-1.36, -1.90, -0.92)
H (-1.66, -0.44, 1.25)
H (-2.14, 0.92, 0.00)
H (2.09, 2.57, -1.03)



The following is a DFT calculation (wB97M-V/def2-TZVPD) of a gas-phase ion, C7H9N2O (charge +1) at a distorted geometry.

Properties
DFT total energy = -12424.73635 eV
Net charge = +1
SMILES = Cc1c[nH+]c2n1CCC2=O
Frontier orbital gap = 0.36606 Eh
ΔE to the lowest compared entry with this formula, charge and spin = 142.02 kJ/mol
HOMO energy = -14.00 eV

Positions of all 19 atoms, in Å:
C (-0.39, -1.12, 1.83)
C (0.39, -0.17, 1.36)
C (-0.95, -0.76, -0.24)
C (-1.25, -0.54, -2.00)
C (-0.16, 0.39, -2.25)
C (0.19, 1.09, -0.98)
C (1.40, 0.73, 1.97)
N (-0.06, 0.18, 0.06)
N (-1.12, -1.64, 0.77)
O (-2.01, -1.23, -2.60)
H (-0.23, -1.58, 2.76)
H (0.73, -0.21, -2.70)
H (-0.47, 1.09, -3.10)
H (1.20, 1.30, -1.02)
H (-0.35, 2.02, -0.93)
H (1.26, 0.93, 2.99)
H (2.37, 0.25, 1.94)
H (1.41, 1.57, 1.32)
H (-1.96, -2.31, 0.84)



The following is a DFT calculation (wB97M-V/def2-TZVPD) of a gas-phase ion, C7H9N2O2 (charge +1) at a distorted geometry.

Properties
DFT total energy = -14465.61927 eV
Net charge = +1
SMILES = CO[N+]1=C2C=CC=C[C@H]2NO1
Frontier orbital gap = 0.31488 Eh
ΔE to the lowest compared entry with this formula, charge and spin = 810.99 kJ/mol
HOMO energy = -13.60 eV

Positions of all 20 atoms, in Å:
C (-1.90, -1.45, -0.08)
C (-0.68, -1.37, -0.65)
C (-2.53, -0.24, 0.48)
C (-2.07, 1.04, 0.26)
C (-0.05, -0.12, -0.65)
C (-0.93, 1.20, -0.71)
C (2.85, -1.17, 0.58)
N (0.05, 2.24, -0.57)
N (1.16, 0.11, -0.36)
O (1.14, 1.76, 0.04)
O (2.27, -0.61, -0.54)
H (-2.26, -2.47, 0.05)
H (-0.23, -2.33, -1.00)
H (-3.29, -0.39, 1.25)
H (-2.61, 1.94, 0.60)
H (-1.17, 1.17, -1.75)
H (2.06, -1.68, 1.33)
H (3.40, -0.38, 1.10)
H (3.39, -1.92, 0.10)
H (0.18, 2.60, -1.48)



The following is a DFT calculation (wB97M-V/def2-TZVPD) of a gas-phase ion, C7H9N2OS2 (charge +1) at a distorted geometry.

Properties
DFT total energy = -34091.20163 eV
Net charge = +1
Frontier orbital gap (alpha / beta) = 0.17992 / 0.17807 Eh
ΔE to the lowest compared entry with this formula, charge and spin = 366.56 kJ/mol
HOMO energy (alpha / beta) = -12.82 / -12.80 eV

Positions of all 21 atoms, in Å:
C (3.03, 0.28, 1.11)
C (1.75, 0.85, 1.19)
C (3.07, -0.42, -0.07)
C (1.10, 0.46, 0.05)
C (-2.55, -0.06, 0.11)
C (-0.28, 0.79, -0.43)
C (-0.78, -1.66, -0.36)
N (-0.43, 0.73, -1.81)
N (-1.26, -0.31, -0.17)
O (1.90, -0.31, -0.71)
S (-3.61, -1.30, 0.45)
S (-3.07, 1.61, 0.20)
H (3.82, 0.36, 1.83)
H (1.37, 1.47, 1.97)
H (3.84, -1.00, -0.54)
H (-0.61, 1.69, 0.10)
H (-1.58, -2.31, -0.71)
H (0.01, -1.63, -1.11)
H (-0.39, -2.05, 0.58)
H (-1.00, 1.47, -2.22)
H (-4.33, 1.34, 0.53)



The following is a DFT calculation (wB97M-V/def2-TZVPD) of a single C7H9N5O2 molecule at a distorted geometry.

Properties
DFT total energy = -18948.11763 eV
SMILES = CCCN1C(=O)Cc2nnnn2C1=O
Frontier orbital gap = 0.38535 Eh
ΔE to the lowest compared entry with this formula, charge and spin = 314.18 kJ/mol
HOMO energy = -10.71 eV

Positions of all 23 atoms, in Å:
O (-1.72, -1.24, -0.48)
O (2.16, 0.58, 0.80)
N (0.66, -3.68, -2.40)
N (-0.30, -3.16, -1.77)
N (1.86, -3.06, -2.18)
C (-0.53, -1.15, -0.54)
C (1.55, -0.16, 0.05)
C (1.57, -2.07, -1.37)
N (0.24, -2.11, -1.17)
N (0.07, -0.09, 0.10)
C (2.36, -0.82, -1.03)
C (-2.26, 2.44, 1.35)
C (-0.58, 0.55, 1.27)
C (-0.88, 1.99, 0.88)
H (3.45, -0.98, -0.78)
H (2.33, -0.01, -1.83)
H (-3.03, 2.35, 0.59)
H (-2.05, 3.47, 1.76)
H (-2.58, 1.89, 2.31)
H (-1.57, 0.00, 1.62)
H (0.21, 0.45, 2.06)
H (0.03, 2.68, 0.94)
H (-1.00, 2.13, -0.18)



The following is a DFT calculation (wB97M-V/def2-TZVPD) of a gas-phase ion, C7H9N6 (charge +1) at a distorted geometry.

Properties
DFT total energy = -16332.59803 eV
Net charge = +1
SMILES = C1=[N+](N/N=N/c2cncnc2)CC1
Frontier orbital gap = 0.28869 Eh
ΔE to the lowest compared entry with this formula, charge and spin = 345.79 kJ/mol
HOMO energy = -12.48 eV

Positions of all 22 atoms, in Å:
C (1.80, 2.25, -0.66)
C (2.41, -0.02, -1.02)
C (3.19, 1.66, -2.36)
C (1.64, 0.91, -0.25)
C (-2.97, -1.03, 0.04)
C (-2.52, -1.85, 1.22)
C (-2.04, -0.02, 0.40)
N (2.50, 2.57, -1.74)
N (3.09, 0.36, -2.05)
N (0.89, -0.31, 1.57)
N (-0.34, -0.76, 2.10)
N (-1.47, -0.75, 1.33)
N (0.77, 0.52, 0.65)
H (1.30, 2.99, -0.18)
H (2.31, -1.04, -1.02)
H (3.58, 2.01, -3.28)
H (-2.59, -1.30, -0.90)
H (-4.01, -0.84, 0.20)
H (-3.20, -1.85, 2.07)
H (-2.20, -2.97, 1.11)
H (-1.82, 0.87, -0.03)
H (-0.32, -1.39, 2.81)



The following is a DFT calculation (wB97M-V/def2-TZVPD) of a single C7H9NO molecule at a distorted geometry.

Properties
DFT total energy = -10936.68570 eV
SMILES = N[C@]12C=C[C@](O)(C=C1)C2
Frontier orbital gap = 0.36307 Eh
ΔE to the lowest compared entry with this formula, charge and spin = 591.33 kJ/mol
HOMO energy = -8.96 eV

Positions of all 18 atoms, in Å:
C (-0.98, 0.00, 0.05)
C (0.13, 0.09, 1.15)
C (1.21, 0.03, 0.09)
C (0.86, -1.19, -0.68)
C (-0.50, -1.13, -0.80)
C (0.68, 1.33, -0.56)
C (-0.60, 1.31, -0.67)
H (-2.62, -1.08, 0.89)
H (-2.95, 0.60, 0.13)
H (0.24, -0.89, 1.81)
H (0.19, 1.10, 1.45)
H (2.91, -0.88, 0.56)
H (1.80, -1.83, -1.02)
H (-1.08, -1.72, -1.69)
H (1.45, 1.92, -1.11)
H (-1.19, 2.38, -0.89)
N (-2.15, -0.16, 0.73)
O (2.60, 0.13, 0.57)



The following is a DFT calculation (wB97M-V/def2-TZVPD) of a molecular structure, C7H9NO at a distorted geometry.

Properties
DFT total energy = -10940.53229 eV
Frontier orbital gap = 0.37297 Eh
ΔE to the lowest compared entry with this formula, charge and spin = 220.19 kJ/mol
HOMO energy = -9.26 eV

Positions of all 18 atoms, in Å:
C (0.75, 1.82, -0.37)
C (1.15, 0.75, -0.99)
C (-1.84, -0.23, -0.06)
C (-0.31, 1.64, 0.71)
C (-1.02, -1.27, -0.80)
C (0.16, -0.64, -0.07)
C (1.12, -1.46, 0.73)
N (-0.74, 0.27, 0.60)
O (-3.00, 0.07, -0.01)
H (1.11, 2.82, -0.55)
H (1.87, 0.51, -1.74)
H (0.11, 1.85, 1.70)
H (-1.16, 2.31, 0.54)
H (-1.21, -2.32, -0.60)
H (-1.04, -1.10, -1.88)
H (1.77, -0.83, 1.33)
H (1.73, -2.07, 0.07)
H (0.57, -2.13, 1.40)



The following is a DFT calculation (wB97M-V/def2-TZVPD) of a single C7H9NO2 molecule at a distorted geometry.

Properties
DFT total energy = -12984.90779 eV
SMILES = Cc1ccc(O)c(CO)n1
Frontier orbital gap = 0.34222 Eh
ΔE to the lowest compared entry with this formula, charge and spin = 539.10 kJ/mol
HOMO energy = -9.06 eV

Positions of all 19 atoms, in Å:
C (0.93, 3.15, -0.07)
C (0.55, 1.70, 0.32)
C (1.00, 1.09, 1.47)
C (0.61, -0.22, 1.71)
C (-0.06, -0.88, 0.73)
C (-0.55, -0.27, -0.31)
C (-1.30, -0.97, -1.40)
H (1.39, 3.67, 0.90)
H (1.67, 3.06, -0.61)
H (-0.12, 3.74, -0.44)
H (1.67, 1.98, 2.13)
H (1.03, -0.69, 2.47)
H (-0.35, -2.75, -0.09)
H (-2.20, -1.44, -1.03)
H (-1.74, -0.35, -1.86)
H (-0.93, -2.49, -2.87)
N (-0.12, 1.01, -0.62)
O (-0.29, -2.29, 0.88)
O (-0.54, -1.88, -2.00)



The following is a DFT calculation (wB97M-V/def2-TZVPD) of a single C7H9NO2 molecule at a distorted geometry.

Properties
Multiplicity = 3
DFT total energy = -12983.13332 eV
Expectation value of S² = 2.0068
Frontier orbital gap (alpha / beta) = 0.26279 / 0.32247 Eh
ΔE to the lowest compared entry with this formula, charge and spin = 350.95 kJ/mol
HOMO energy (alpha / beta) = -6.44 / -10.02 eV

Positions of all 19 atoms, in Å:
C (1.58, -1.29, -0.08)
C (2.28, 0.96, -0.09)
C (-1.21, 0.46, -1.34)
C (-1.35, 0.46, 0.12)
C (0.01, 0.54, -0.55)
C (1.32, -2.64, 0.24)
C (-1.90, 1.65, 0.79)
N (2.42, -0.41, 0.17)
O (3.21, 1.68, 0.08)
O (1.09, 1.39, -0.48)
H (-1.63, -0.53, -1.68)
H (-1.63, 1.28, -1.79)
H (-1.64, -0.53, 0.65)
H (2.10, -3.27, 0.57)
H (0.78, -3.13, -0.51)
H (0.65, -2.49, 1.12)
H (-1.63, 1.57, 1.91)
H (-2.96, 1.69, 0.55)
H (-1.47, 2.62, 0.29)



The following is a DFT calculation (wB97M-V/def2-TZVPD) of 2 unconnected molecules or ions with the total composition C7H9NO3 at a distorted geometry.

Properties
DFT total energy = -15032.21530 eV
SMILES = C#CCC(=O)O.C=C/C=N\O
Frontier orbital gap = 0.33555 Eh
ΔE to the lowest compared entry with this formula, charge and spin = 476.24 kJ/mol
HOMO energy = -8.46 eV

Positions of all 20 atoms, in Å:
C (1.21, -0.29, 1.61)
C (-0.22, 0.14, 1.84)
C (-0.59, 1.43, 1.25)
C (-0.92, 2.48, 0.77)
C (-0.41, 0.29, -1.46)
C (-0.03, -1.12, -1.44)
C (0.98, -1.59, -2.17)
H (2.57, -0.30, 0.33)
H (-0.84, -0.66, 1.46)
H (-0.38, 0.15, 2.94)
H (-1.20, 3.41, 0.33)
H (-2.73, 0.52, 0.40)
H (0.18, 0.96, -2.09)
H (-0.61, -1.78, -0.79)
H (1.27, -2.63, -2.16)
H (1.57, -0.93, -2.80)
N (-1.35, 0.85, -0.81)
O (1.67, 0.05, 0.39)
O (1.87, -0.91, 2.41)
O (-2.05, -0.05, -0.02)